{"formula": "C29H48ClF2N2O3S", "method": "the ωB97M-V functional and the def2-TZVPD basis", "total_charge": 1, "smiles": "CC[C@H](Cl)[N@+]1(S)[C@@H](COc2cc(C)ccc2C(C)C)[C@@H]([C@@H](C)F)[C@@H](CCCCN(C)C(C)=O)[C@@]1(O)CCF", "species": ["C", "C", "C", "Cl", "N", "S", "C", "C", "O", "C", "C", "C", "C", "C", "C", "C", "C", "C", "C", "C", "C", "C", "F", "C", "C", "C", "C", "C", "N", "C", "C", "C", "O", "C", "O", "C", "C", "F", "H", "H", "H", "H", "H", "H", "H", "H", "H", "H", "H", "H", "H", "H", "H", "H", "H", "H", "H", "H", "H", "H", "H", "H", "H", "H", "H", "H", "H", "H", "H", "H", "H", "H", "H", "H", "H", "H", "H", "H", "H", "H", "H", "H", "H", "H", "H", "H"], "positions_angstrom": [[1.029037, -3.971019, 3.773128], [0.189486, -3.500119, 2.505891], [0.223416, -1.925953, 2.426513], [-1.339426, -1.313440, 3.081776], [0.608906, -1.369073, 1.028833], [0.142717, 0.363642, 1.257034], [-0.170034, -1.919002, -0.149763], [-1.336047, -1.074323, -0.772373], [-2.500552, -0.984834, 0.076344], [-3.487766, -0.191766, -0.512939], [-3.539668, 0.146668, -1.952112], [-4.569451, 1.013979, -2.534315], [-4.589312, 1.372416, -4.061763], [-5.629662, 1.606818, -1.701114], [-5.617612, 1.244334, -0.285704], [-4.587149, 0.373716, 0.305058], [-4.750651, 0.099817, 1.845275], [-3.666201, 0.890872, 2.679695], [-4.800516, -1.448582, 2.125554], [0.939377, -2.420212, -1.203516], [0.490472, -2.736977, -2.667266], [1.678155, -3.353304, -3.520725], [-0.509860, -3.741703, -2.600975], [2.292023, -1.646512, -0.907103], [2.785919, -0.478872, -1.815362], [1.823271, 0.765804, -1.983844], [2.515031, 2.179733, -1.717608], [1.762241, 2.988630, -0.574055], [1.928446, 4.466760, -0.731753], [1.447291, 5.031324, 0.574390], [3.330804, 4.804143, -0.949488], [4.512447, 4.291523, -0.037158], [3.630678, 5.536601, -1.860398], [2.086796, -1.434499, 0.677844], [2.810335, -2.595293, 1.159631], [3.060487, -0.259428, 1.060382], [3.342098, -0.036589, 2.589774], [4.079525, 1.169227, 2.722190], [0.697332, -4.990736, 4.109402], [0.851596, -3.241460, 4.610967], [2.129770, -4.042098, 3.574544], [-0.870890, -3.806420, 2.734046], [0.477266, -4.028620, 1.563930], [1.025912, -1.571733, 3.131626], [0.567790, 0.749064, 2.502063], [-0.702076, -2.900512, 0.022796], [-1.040223, -0.086037, -1.213226], [-1.701977, -1.688316, -1.652313], [-2.787102, -0.250222, -2.673312], [-5.479024, 2.014566, -4.316405], [-4.753439, 0.401239, -4.611039], [-3.664372, 1.898555, -4.405284], [-6.388963, 2.287410, -2.149949], [-6.437329, 1.670828, 0.347993], [-5.752849, 0.505208, 2.171947], [-3.418565, 0.303666, 3.611416], [-2.713450, 0.873866, 2.068744], [-3.923535, 1.955413, 2.893215], [-3.990934, -2.042345, 1.633611], [-4.830507, -1.710143, 3.215192], [-5.772501, -1.826301, 1.689135], [1.155902, -3.456011, -0.794576], [0.118324, -1.791235, -3.141768], [2.649837, -3.338174, -2.946263], [1.485467, -4.434207, -3.749847], [1.862148, -2.752711, -4.448650], [3.102493, -2.425801, -0.985137], [3.807007, -0.087591, -1.538631], [2.927352, -0.909957, -2.850436], [0.891146, 0.742706, -1.367724], [1.481009, 0.799019, -3.059845], [3.615086, 2.097688, -1.524993], [2.401863, 2.810787, -2.647311], [2.129469, 2.730632, 0.463159], [0.663015, 2.732048, -0.607963], [0.613631, 4.397384, 0.987038], [1.147236, 6.105793, 0.486301], [2.294029, 4.956329, 1.325145], [4.245676, 3.396043, 0.585078], [5.423398, 4.110641, -0.669058], [4.752401, 5.127337, 0.679610], [2.793072, -2.633851, 2.133303], [4.058563, -0.538466, 0.614311], [2.824744, 0.740421, 0.612713], [3.978774, -0.870689, 2.993760], [2.441382, 0.072490, 3.242709]], "forces_ev_per_angstrom": [[-0.2003, 0.0046, -0.3197], [-0.4364, -0.5003, 0.9519], [0.5964, -2.1208, 0.9702], [0.9275, -0.5990, -0.3671], [-0.7421, 1.0489, 1.6313], [-0.2831, 1.7596, -1.4342], [-1.6034, -1.4436, -2.5105], [-0.3241, -0.5356, -1.0139], [0.5352, 0.9629, -0.7306], [-2.9074, 2.2416, -1.4588], [-0.9355, 0.5551, 0.8582], [-0.7064, 0.6951, 1.3828], [-0.4171, -0.7929, 0.5028], [2.4214, -2.0820, 1.0058], [1.2835, -0.4921, -1.6072], [-0.5194, 0.4654, -0.5211], [0.0362, 0.1109, -0.0631], [0.9239, -1.0414, -0.6242], [-0.6958, -0.2449, -0.2775], [0.3083, -0.9287, 0.7424], [1.2189, 0.1086, -0.0632], [0.4301, 0.3738, 0.5226], [0.3346, 1.2289, 0.1199], [-0.7494, -0.7730, 0.0498], [-0.7100, 0.5994, -0.6346], [0.3634, 0.7317, -0.6856], [-0.9503, 0.4468, -0.0693], [0.6336, -0.3086, -0.4000], [-0.3397, -1.0196, 1.1752], [0.7020, 0.2515, 0.4751], [1.2390, 0.5047, -0.4829], [-0.6025, 0.1296, 0.4284], [-0.4833, -0.4918, 0.5985], [4.9371, 0.0576, -1.3445], [-1.9495, 0.0809, 0.7194], [0.2570, 1.0015, 0.7916], [0.4043, 0.0008, -0.1369], [-0.6819, -1.1517, -0.2166], [0.2976, 1.0515, -0.3573], [0.1733, -0.8040, -0.6868], [-0.8788, 0.1443, 0.1241], [1.0501, 0.4136, -0.5072], [0.0752, 0.6312, 0.7778], [-0.7807, -0.0585, -0.9048], [0.1496, -1.0280, -0.4529], [0.6192, 1.2209, 1.1000], [-0.2117, -0.6342, 0.7217], [0.9212, 0.4390, 0.7993], [-0.7080, 0.3807, 0.7397], [0.9653, -0.5724, 0.4620], [0.4615, 1.0532, 0.2433], [-0.7072, -0.6145, 0.2859], [0.7327, -0.7177, 0.5312], [1.0400, -0.6366, -0.4121], [0.9768, -0.4278, -0.5577], [-0.5063, 0.9526, -0.6382], [-0.9137, 0.2324, 0.6881], [0.0294, -0.9711, -0.1054], [-0.5156, 0.6978, 0.4603], [0.1240, 0.4377, -0.8351], [1.0180, 0.3107, 0.4320], [-0.0512, 1.0160, -0.4426], [-0.1786, -1.0856, 0.1784], [-1.0319, 0.0140, -0.5008], [-0.0924, 1.1520, 0.0670], [-0.3369, -0.7426, 0.7145], [-0.8282, 0.8711, 0.3720], [-1.0603, -0.7135, 0.0406], [-0.0951, 0.2188, 1.1798], [0.8533, -0.3316, -0.3804], [0.2089, -0.1725, 1.1535], [-0.9132, -0.0491, -0.0261], [0.1906, -0.6321, 0.9503], [-0.2399, -0.2526, -0.8385], [1.0703, 0.5079, -0.0678], [0.6439, 0.8336, -0.6446], [0.1775, -1.0293, -0.0206], [-0.9203, 0.1694, -0.4803], [0.3295, 0.7215, -0.6020], [-1.0641, 0.1442, 0.5720], [-0.1848, -0.7948, -0.7198], [0.0670, 0.0083, -0.3719], [-1.1911, 0.0265, 0.4268], [-0.1669, -1.0216, 0.3959], [-0.5308, 0.8400, -0.2637], [0.6182, -0.0329, -0.5638]]}


{"formula": "C30H64N5O6S", "method": "the ωB97M-V functional and the def2-TZVPD basis", "total_charge": 1, "species": ["C", "C", "C", "N", "C", "N", "N", "C", "C", "C", "C", "C", "C", "C", "C", "C", "S", "C", "N", "N", "C", "O", "H", "H", "H", "H", "H", "H", "H", "H", "H", "H", "H", "H", "H", "H", "H", "H", "H", "H", "H", "H", "H", "H", "H", "H", "C", "C", "C", "O", "H", "H", "H", "H", "H", "H", "H", "H", "C", "C", "C", "O", "H", "H", "H", "H", "H", "H", "H", "H", "C", "C", "C", "O", "H", "H", "H", "H", "H", "H", "H", "H", "C", "C", "C", "O", "H", "H", "H", "H", "H", "H", "H", "H", "C", "C", "C", "O", "H", "H", "H", "H", "H", "H", "H", "H"], "positions_angstrom": [[3.342664, -4.917264, 1.524390], [3.582941, -3.830411, 1.031375], [3.959282, -2.405080, 0.473635], [5.219541, -2.434950, -0.375036], [5.486670, -1.004092, -0.601215], [6.449627, -0.449029, 0.095440], [4.654436, -0.332548, -1.539014], [3.207398, -0.694338, -1.449087], [2.783964, -1.623534, -0.247313], [1.616576, -2.587991, -0.805154], [0.381440, -2.697658, 0.214690], [-0.463403, -4.009206, -0.140372], [-1.506381, -3.792573, -1.314336], [-2.752523, -2.870861, -0.886725], [-3.750743, -3.648777, 0.070105], [-4.780512, -2.708744, 0.863117], [-4.976004, -1.028695, 0.143321], [-6.683701, -0.734199, -0.367501], [-7.728534, -1.561178, -0.688193], [-8.750751, -0.717937, -1.030112], [-8.330482, 0.625448, -0.906422], [-7.004555, 0.605952, -0.457091], [3.238276, -5.773794, 2.242733], [4.251499, -1.780903, 1.386058], [5.956048, -2.844952, 0.218796], [6.577156, 0.571342, 0.050295], [7.058552, -0.953974, 0.744175], [4.995026, -0.510436, -2.502621], [2.899177, -1.090952, -2.470007], [2.625051, 0.278149, -1.333924], [2.288733, -0.961080, 0.532137], [2.003206, -3.597218, -1.131699], [1.182003, -2.108042, -1.744839], [0.741190, -2.672579, 1.281460], [-0.227828, -1.747313, 0.046422], [0.242515, -4.851380, -0.445204], [-0.997176, -4.371607, 0.800803], [-0.964405, -3.227813, -2.144761], [-1.863652, -4.756378, -1.791679], [-2.320976, -1.926166, -0.444361], [-3.307972, -2.662025, -1.858440], [-4.328352, -4.405127, -0.539283], [-3.160148, -4.244528, 0.841486], [-5.739993, -3.292904, 0.988882], [-4.363125, -2.590272, 1.917039], [-8.902831, 1.569561, -1.113456], [4.560942, 1.887440, -6.195857], [5.429881, 2.019750, -4.956214], [6.755642, 2.689204, -5.277589], [5.674789, 0.718234, -4.404924], [5.053702, 1.270341, -6.954203], [3.616569, 1.394690, -5.951809], [4.342613, 2.865040, -6.630432], [4.900936, 2.599464, -4.198288], [7.324731, 2.099940, -6.003984], [7.374065, 2.767331, -4.379641], [6.602964, 3.690643, -5.684633], [6.143440, 0.196209, -5.069509], [2.980718, 5.848428, -2.326656], [4.263361, 5.069670, -2.572001], [5.485896, 5.966703, -2.456143], [4.223871, 4.485740, -3.874913], [2.862056, 6.646362, -3.065769], [2.110500, 5.194897, -2.423885], [2.973629, 6.293640, -1.329234], [4.339146, 4.250131, -1.852004], [5.452519, 6.768638, -3.199694], [6.399338, 5.397193, -2.645579], [5.553689, 6.415598, -1.462631], [4.156779, 5.201993, -4.520018], [-12.015559, -1.088146, -5.107390], [-12.363052, 0.033093, -4.140397], [-11.189832, 0.980441, -3.947796], [-12.734428, -0.523698, -2.881536], [-11.181474, -1.685958, -4.727014], [-12.863042, -1.767018, -5.227413], [-11.742293, -0.693149, -6.088924], [-13.225798, 0.588177, -4.516666], [-10.326871, 0.459868, -3.520109], [-11.452874, 1.772538, -3.241745], [-10.892303, 1.439609, -4.893729], [-11.977287, -1.017449, -2.539281], [1.951644, -0.322889, 5.150614], [1.116539, -1.051587, 4.110979], [0.346822, -2.206745, 4.730736], [1.970354, -1.550285, 3.076466], [2.691137, -0.995230, 5.598557], [2.508061, 0.497386, 4.689962], [1.323780, 0.084796, 5.945945], [0.417943, -0.352236, 3.645359], [1.031038, -2.943316, 5.163754], [-0.240579, -2.728565, 3.970762], [-0.328255, -1.855699, 5.513982], [2.593223, -2.169892, 3.479043], [1.737479, 0.956811, 9.115265], [1.558401, 2.240137, 8.318553], [1.294324, 3.426085, 9.232712], [0.467611, 2.087873, 7.409992], [0.833973, 0.723853, 9.687020], [1.915546, 0.111162, 8.446061], [2.577709, 1.036371, 9.808770], [2.453607, 2.429357, 7.720686], [0.375711, 3.277195, 9.808433], [1.156830, 4.338268, 8.647483], [2.121285, 3.579403, 9.929773], [-0.330066, 1.920215, 7.928188]], "forces_ev_per_angstrom": [[0.4513, 0.5994, 0.9585], [0.4632, 0.9796, -0.6126], [-0.9449, -0.6741, 1.4060], [0.1146, 2.5147, 0.4304], [-1.0236, -2.7493, -0.7162], [-0.2948, 1.0249, -0.6836], [1.4049, -0.6600, 1.6138], [-0.8300, 0.3830, -0.4833], [-1.2910, -0.5576, -0.5182], [-0.6002, 0.7594, 0.0993], [0.3451, -0.3118, -0.9659], [-0.2187, -0.1804, 0.3301], [0.0876, 0.9487, -0.0500], [0.3486, -1.3691, -0.7362], [0.1875, 0.3017, -0.0403], [0.2242, -1.6927, 0.7712], [-1.0258, 0.1487, -0.1861], [-1.7620, -1.0961, -0.1227], [2.6761, 3.1912, 0.6549], [0.6352, 4.5960, 0.2007], [0.1116, -5.1510, 0.1309], [-1.2022, -1.0596, -0.5866], [-0.0073, 1.2032, -1.5386], [-0.6618, -0.9839, -0.8203], [-0.3413, 0.1899, -0.3763], [0.0217, -0.6951, -0.2939], [-0.5101, 0.0549, -0.4265], [0.1849, 0.6741, 0.5718], [0.4285, 0.1353, 1.4687], [0.8375, -1.1657, -0.1589], [0.7989, -0.9274, -0.7867], [-0.2245, 1.0343, 0.5848], [0.6987, -0.5929, 1.1097], [-0.3513, -0.2533, -1.1067], [0.5982, -1.2565, 0.3617], [-0.7481, 1.1052, 0.4929], [0.6090, 0.4438, -1.2110], [-0.6315, -0.7174, 0.9108], [0.3993, 0.9696, 0.8203], [-0.7892, -0.9019, -0.4119], [0.6864, 0.2162, 1.3698], [0.6453, 0.8874, 0.5535], [-0.7972, 0.8034, -0.8850], [0.8231, 1.0897, -0.2929], [-0.6199, 0.2837, -1.3771], [0.9844, -1.2916, 0.3532], [-0.2162, -0.0898, 0.0688], [0.1360, 0.0280, -0.4440], [0.1200, 0.0318, 0.2023], [0.0148, -0.5329, 0.4152], [0.0839, 0.1177, -0.0060], [0.0248, 0.1113, 0.0183], [0.0152, -0.0689, 0.0069], [0.1732, -0.3829, -0.1095], [-0.1027, 0.0431, -0.0787], [-0.0798, 0.0689, -0.0232], [0.0207, -0.0673, 0.0190], [-0.0729, 0.1279, 0.0311], [-0.2232, -0.1653, 0.1281], [-0.0665, 0.7660, -0.2568], [0.2459, -0.1441, 0.0957], [-0.0948, 0.0110, 0.0691], [0.1307, 0.0252, 0.0705], [0.0751, 0.0108, 0.0608], [-0.0171, 0.0165, -0.0702], [-0.0094, -0.1137, -0.2055], [-0.1196, 0.0144, 0.0850], [-0.0603, 0.0022, 0.0622], [0.0067, 0.0208, -0.0721], [-0.0250, -0.0608, 0.1250], [-0.1779, -0.1033, -0.1947], [0.6142, -0.3853, 0.1588], [0.0181, 0.3474, 0.0763], [-0.2618, 0.0979, 0.0460], [0.0521, 0.1399, 0.0047], [0.0130, 0.1080, -0.0159], [0.0128, -0.0502, 0.0340], [-0.0472, -0.0833, 0.1945], [-0.0426, -0.1430, -0.1536], [-0.0778, -0.0010, -0.1094], [0.0327, -0.0168, 0.0563], [-0.0739, 0.0890, -0.0487], [0.0324, 0.2396, -0.0150], [0.2537, -0.2849, 0.6537], [-0.2262, -0.0900, -0.1622], [0.1614, 0.0816, -0.4587], [-0.1206, -0.1017, 0.0132], [-0.1180, 0.0119, 0.0260], [0.0683, 0.0406, -0.0475], [0.1470, -0.0828, -0.1703], [0.0339, 0.1211, 0.0763], [-0.0171, 0.0850, 0.0400], [0.0536, -0.0400, -0.0272], [-0.1785, 0.0380, 0.0352], [0.1769, -0.1871, -0.1018], [-0.4517, -0.0879, 0.5919], [0.1046, 0.2581, -0.0858], [0.0853, -0.0521, -0.3476], [0.0424, 0.1328, 0.0477], [0.0581, 0.0711, 0.0262], [-0.0659, -0.0312, -0.0041], [-0.1732, -0.0224, -0.1487], [0.0865, -0.1161, 0.0343], [0.0778, -0.0687, 0.0159], [-0.0713, 0.0027, -0.0031], [0.1294, 0.0625, -0.0338]]}


Calculated HOMO level (eV), listed in the same order as above: -10.618, -10.100
Calculated frontier orbital gap (eV), listed in the same order as above: 6.99, 6.40